P.
The molecule CH2N2O2S. Source: the OMol25 dataset; level of theory: wB97M-V/def2-TZVPD.

gap between HOMO and LUMO (spin up / spin down) = 7.671 / 7.670 eV
charge = 0
LUMO level (spin up / spin down) = -0.42 / -0.42 eV

XYZ file:
```
8
CH2N2O2S wB97M-V/def2-TZVPD
C -0.56 -0.76 0.36
N -0.22 0.76 2.10
N -0.14 -0.13 1.28
O -0.67 -1.22 -0.81
O 1.55 0.15 -1.63
S 0.28 -0.34 -2.12
H 0.26 0.64 2.95
H -0.51 0.91 -2.13
```



Q.
The molecule CH2N2O2S. Source: the OMol25 dataset; level of theory: wB97M-V/def2-TZVPD.

gap between HOMO and LUMO (spin up / spin down) = 5.898 / 6.147 eV
charge = 0
LUMO level (spin up / spin down) = -2.53 / -2.59 eV

XYZ file:
```
8
CH2N2O2S wB97M-V/def2-TZVPD
C -0.21 0.08 0.02
N -1.15 0.96 -0.08
N 1.09 0.39 0.06
O 0.46 -1.97 -0.02
O -0.59 -1.17 0.01
S -2.71 0.81 0.02
H 1.69 -0.43 0.01
H 1.41 1.33 -0.02
```



R.
A cluster of 2 separate species, CH2N2O2S in total. Source: the OMol25 dataset; level of theory: wB97M-V/def2-TZVPD.

gap between HOMO and LUMO = 9.837 eV
SMILES string = N=C=S.O=NO
charge = 0
LUMO level = 0.11 eV

XYZ file:
```
8
CH2N2O2S wB97M-V/def2-TZVPD
N 1.57 -1.81 0.51
C 1.63 -0.72 0.06
S 1.94 0.64 -0.58
H 0.80 -2.32 0.60
O -1.55 -0.41 0.26
N -1.35 0.51 -0.44
O -1.70 1.73 0.11
H -1.34 2.37 -0.52
```



S.
A cluster of 3 separate species, CH2N2O2S in total. Source: the OMol25 dataset; level of theory: wB97M-V/def2-TZVPD.

gap between HOMO and LUMO = 10.462 eV
SMILES string = O=C=O.N#N.S
charge = 0
LUMO level = 0.58 eV

XYZ file:
```
8
CH2N2O2S wB97M-V/def2-TZVPD
O -2.31 -1.90 -1.15
C -2.33 -1.21 -0.26
O -2.37 -0.57 0.67
N -1.06 2.98 0.72
N -1.66 2.10 0.50
S 2.78 -0.37 -0.54
H 3.08 0.14 0.68
H 3.86 -1.17 -0.62
```



Least stable structure: P



P.
A cluster of 2 separate species, CH2N2O2S in total. Source: the OMol25 dataset; level of theory: wB97M-V/def2-TZVPD.

gap between HOMO and LUMO (spin up / spin down) = 8.544 / 8.545 eV
charge = 0
LUMO level (spin up / spin down) = 0.33 / 0.33 eV

XYZ file:
```
8
CH2N2O2S wB97M-V/def2-TZVPD
C -0.78 0.08 -0.18
N 1.65 0.91 0.83
N 0.94 1.31 -0.05
O -1.69 -2.25 -1.30
O -0.67 -0.97 0.68
S -0.46 -1.58 -0.85
H -1.42 0.90 -0.21
H 2.44 1.60 1.08
```



Q.
The molecule CH2N2O2S. Source: the OMol25 dataset; level of theory: wB97M-V/def2-TZVPD.

gap between HOMO and LUMO = 8.454 eV
SMILES string = O=[N+]([O-])NC=S
charge = 0
LUMO level = -1.03 eV

XYZ file:
```
8
CH2N2O2S wB97M-V/def2-TZVPD
O -1.23 1.57 0.72
N -0.24 1.16 1.21
O 0.32 1.34 2.26
N 0.28 0.07 0.51
C -0.25 -0.48 -0.61
S 0.52 -1.50 -1.63
H 0.98 -0.47 0.91
H -1.24 0.01 -0.64
```



Least stable structure: P



P.
A structure of composition C4H6N2. Source: the OMol25 dataset; level of theory: wB97M-V/def2-TZVPD.

multiplicity = 3
⟨S²⟩ = 2.03
gap between HOMO and LUMO (spin up / spin down) = 6.553 / 6.634 eV
charge = 0
LUMO level (spin up / spin down) = 0.91 / -2.74 eV

XYZ file:
```
12
C4H6N2 wB97M-V/def2-TZVPD
C 1.01 0.80 0.00
C 1.33 -0.62 -0.09
C -0.49 0.58 0.38
C -0.57 -0.76 -0.33
N 1.61 1.84 -0.31
N 2.24 -1.32 0.34
H -0.56 0.47 1.56
H -1.14 1.34 0.05
H -0.69 -0.51 -1.43
H -1.15 -1.54 0.01
H 0.95 2.65 -0.19
H 2.12 -2.33 0.47
```



Q.
The molecule C4H6N2. Source: the OMol25 dataset; level of theory: wB97M-V/def2-TZVPD.

multiplicity = 3
⟨S²⟩ = 2.01
gap between HOMO and LUMO (spin up / spin down) = 5.374 / 7.631 eV
charge = 0
LUMO level (spin up / spin down) = 0.88 / -1.82 eV

XYZ file:
```
12
C4H6N2 wB97M-V/def2-TZVPD
C 0.89 0.31 -0.11
C 1.77 -0.60 0.20
C -1.68 -0.81 0.35
C 0.12 1.40 -0.29
N -1.22 1.33 -0.57
N -2.04 0.27 -0.28
H 2.44 -1.16 -0.35
H 1.64 -1.00 1.23
H -2.47 -1.41 0.45
H -0.72 -1.10 0.78
H 0.59 2.41 -0.21
H -1.78 1.97 -1.13
```



Least stable structure: Q



P.
The molecule C5H11NO3S. Source: the OMol25 dataset; level of theory: wB97M-V/def2-TZVPD.

gap between HOMO and LUMO (spin up / spin down) = 8.308 / 8.309 eV
SMILES string = CC(C)(C=O)[S@](C)(=O)=NO
charge = 0
LUMO level (spin up / spin down) = -0.25 / -0.25 eV

XYZ file:
```
21
C5H11NO3S wB97M-V/def2-TZVPD
C 1.22 -0.08 1.54
C 0.70 0.67 0.30
C -0.13 1.94 0.70
C 1.57 0.75 -0.91
O 2.40 -0.13 -1.12
S -0.78 -0.47 -0.62
C 0.04 -1.95 -1.34
O -1.43 0.30 -1.65
N -1.86 -1.11 0.43
O -2.93 -0.25 0.64
H 0.47 -0.87 1.60
H 1.31 0.66 2.30
H 2.15 -0.49 1.23
H -0.99 1.50 1.02
H -0.14 2.47 -0.16
H 0.46 2.50 1.42
H 1.26 1.54 -1.54
H -0.49 -1.91 -2.28
H 1.01 -1.75 -1.22
H -0.10 -2.72 -0.56
H -3.73 -0.61 0.25
```



Q.
A cluster of 2 separate species, C5H11NO3S in total. Source: the OMol25 dataset; level of theory: wB97M-V/def2-TZVPD.

gap between HOMO and LUMO (spin up / spin down) = 6.271 / 6.269 eV
charge = 0
LUMO level (spin up / spin down) = -1.59 / -1.59 eV

XYZ file:
```
21
C5H11NO3S wB97M-V/def2-TZVPD
C -1.19 2.23 0.26
C -0.49 1.45 1.10
C -0.73 -2.14 0.74
C -0.83 -0.71 -1.24
C -0.46 0.03 1.12
N -0.93 -0.81 0.20
O 1.67 1.16 -1.36
O 3.64 0.63 0.00
O 1.95 -1.17 -0.28
S 2.22 0.28 -0.03
H -1.15 3.35 0.28
H -1.84 2.02 -0.54
H 0.23 2.01 1.70
H -1.21 -2.31 1.80
H -1.24 -2.74 -0.04
H 0.42 -2.43 0.82
H -0.65 0.32 -1.43
H 0.06 -1.14 -1.65
H -1.76 -1.21 -1.67
H -0.09 -0.33 1.98
H 2.38 1.52 -1.76
```



Least stable structure: P